[1]
The following is a DFT calculation (ωB97M-V/def2-TZVPD) of a 2-piece molecular cluster, C3H10N3O overall in a non-equilibrium geometry.

Computed properties:
2S+1: 1
Net charge: +1
ΔE to the lowest compared entry with this formula, charge and spin, eV: 1.265
Lowest unoccupied orbital energy, eV: -3.1
Electronic energy, eV: -9785.03461
Frontier orbital gap, eV: 11.47

```
17
Properties=species:S:1:pos:R:3:forces:R:3
N 2.097 0.232 -0.426 0.3 0.6 0.1
C 1.061 0.494 -1.334 0.0 0.0 -0.2
N 0.881 1.791 -1.668 -0.1 0.4 0.4
O 0.344 -0.403 -1.739 -0.2 -0.4 0.0
H 2.681 -0.558 -0.657 -0.3 -0.4 -0.2
H 2.712 1.026 -0.308 0.0 0.1 0.2
H 1.288 2.515 -1.092 0.1 -0.1 -0.3
H 0.003 2.034 -2.104 0.1 -0.1 -0.1
C -1.366 -0.515 1.537 0.6 0.4 -0.1
C -2.564 -0.515 0.990 0.4 0.1 0.3
N -0.208 -1.118 0.850 -0.2 -0.8 -0.6
H -1.051 -0.078 2.473 -0.4 0.0 0.2
H -3.376 -0.081 1.552 -0.1 0.0 -0.1
H -2.753 -0.917 0.003 -0.1 -0.1 0.0
H -0.037 -2.045 1.242 0.2 0.0 0.1
H -0.406 -1.267 -0.160 0.2 0.2 0.1
H 0.692 -0.594 0.844 -0.4 0.1 0.2
```
Forces are in eV/Å.

Mulliken population analysis, charges in e, atoms 1 to 5: -0.573 0.711 -0.437 -0.671 0.262

---

[2]
The following is a DFT calculation (ωB97M-V/def2-TZVPD) of an isolated ion of composition C3H10N3O and charge +1 in a non-equilibrium geometry.

Computed properties:
2S+1: 1
Net charge: +1
ΔE to the lowest compared entry with this formula, charge and spin, eV: 4.472
Lowest unoccupied orbital energy, eV: -3.6
SMILES string: CN/C=[NH+]/CON
Electronic energy, eV: -9781.82769
Frontier orbital gap, eV: 10.15

```
17
Properties=species:S:1:pos:R:3:forces:R:3
C -2.197 1.103 -0.108 0.2 -2.5 -3.7
N -2.005 -0.217 0.478 0.7 -1.0 -0.8
C -0.946 -0.958 0.269 1.5 1.5 0.4
N 0.171 -0.585 -0.311 1.0 0.9 -1.0
C 1.463 -1.203 -0.254 3.9 -0.7 0.8
O 2.410 -0.516 0.702 -1.3 0.9 -2.5
N 2.768 0.681 -0.038 -0.6 1.4 0.4
H -2.117 1.818 0.579 1.2 2.9 2.9
H -1.465 1.198 -0.989 -1.3 0.2 1.4
H -3.209 1.263 -0.454 -0.3 -0.6 -0.5
H -2.707 -0.818 0.855 -1.2 0.5 0.4
H -0.867 -1.891 0.752 -0.4 -1.2 0.4
H 0.336 0.306 -0.761 -0.8 0.3 0.1
H 1.504 -2.126 0.275 -0.9 -1.2 -0.1
H 2.057 -1.315 -1.263 -1.8 0.6 1.8
H 3.766 0.906 0.010 -0.1 -1.0 0.3
H 2.352 1.500 0.449 0.1 -0.9 -0.1
```
Forces are in eV/Å.

Mulliken population analysis, charges in e, atoms 1 to 5: -0.814 -0.077 0.214 -0.152 -0.352

---

[3]
The following is a DFT calculation (ωB97M-V/def2-TZVPD) of a 2-piece molecular cluster, C3H10N3O overall in a non-equilibrium geometry.

Computed properties:
2S+1: 1
Net charge: +1
ΔE to the lowest compared entry with this formula, charge and spin, eV: 4.006
Lowest unoccupied orbital energy, eV: -4.2
Electronic energy, eV: -9782.29419
Frontier orbital gap, eV: 8.32

```
17
Properties=species:S:1:pos:R:3:forces:R:3
C -1.751 -0.423 0.418 1.4 5.0 2.6
C 1.935 1.169 -0.364 0.0 -0.8 -0.2
C 2.507 -0.647 -1.773 -1.1 1.3 -0.6
N -3.529 -0.993 1.936 -1.4 -0.4 1.9
N -2.539 -0.115 1.481 0.5 0.0 -0.1
N 1.603 0.061 -0.899 0.5 1.1 1.3
O -0.805 0.324 0.006 -2.0 -1.7 0.5
H -2.000 -1.339 0.042 -0.4 -2.6 -1.4
H 1.136 1.773 0.032 0.1 0.1 0.6
H 3.296 0.112 -1.804 0.5 -1.2 -1.1
H 2.759 -1.623 -1.457 0.5 -0.8 0.7
H 1.851 -0.760 -2.654 1.1 0.2 -0.3
H -3.346 -1.950 1.756 0.5 -1.0 -1.3
H -3.478 -1.078 2.975 0.0 0.9 -0.8
H -2.701 0.745 2.038 1.2 -0.3 -1.4
H 2.998 1.400 -0.351 -0.3 0.6 -0.2
H 0.633 -0.184 -0.715 -1.2 -0.3 -0.2
```
Forces are in eV/Å.

Mulliken population analysis, charges in e, atoms 1 to 5: 0.126 -0.167 -0.614 -0.689 0.100

---

[4]
The following is a DFT calculation (ωB97M-V/def2-TZVPD) of a 2-piece molecular cluster, C3H10N3O2 overall.

Computed properties:
2S+1: 1
Net charge: -1
ΔE to the lowest compared entry with this formula, charge and spin, eV: 0.641
Lowest unoccupied orbital energy, eV: 4.0
Electronic energy, eV: -11840.21871
Frontier orbital gap, eV: 7.73

```
18
Properties=species:S:1:pos:R:3:forces:R:3
C 0.092 -0.858 -1.075 0.0 0.1 0.3
O 0.199 -0.155 0.085 0.0 0.0 -0.1
C -1.162 -0.480 -1.866 -0.1 -0.2 0.0
N -1.250 -1.201 -3.146 -0.2 -0.1 0.0
H 0.960 -0.689 -1.757 0.0 0.0 -0.1
H 0.059 -1.959 -0.922 0.0 0.0 -0.1
H -2.039 -0.742 -1.264 0.0 0.0 0.0
H -1.157 0.605 -1.982 0.0 0.2 0.0
H -2.112 -0.979 -3.635 0.1 0.0 0.1
H -0.491 -0.924 -3.753 0.1 0.1 0.0
N -0.253 0.682 2.628 0.0 0.3 -0.1
C 0.995 1.170 2.887 0.2 -0.6 0.0
N 1.771 1.270 1.771 -0.4 0.1 -0.3
O 1.393 1.446 4.023 0.0 0.3 0.1
H -0.388 0.239 1.708 -0.1 -0.1 0.0
H -0.776 0.397 3.432 0.0 0.0 0.1
H 2.746 1.407 1.940 0.2 0.0 0.0
H 1.413 0.770 0.927 0.2 0.1 0.1
```
Forces are in eV/Å.

Mulliken population analysis, charges in e, atoms 1 to 5: -0.652 -0.821 -0.328 -0.590 0.203

---

[5]
The following is a DFT calculation (ωB97M-V/def2-TZVPD) of a 2-piece molecular cluster, C3H10N3S overall in a non-equilibrium geometry.

Computed properties:
2S+1: 1
Net charge: +1
ΔE to the lowest compared entry with this formula, charge and spin, eV: 4.425
Lowest unoccupied orbital energy (spin up / spin down), eV: -5.1 / -6.0
Electronic energy, eV: -18568.44784
Frontier orbital gap (spin up / spin down), eV: 8.21 / 7.20

```
17
Properties=species:S:1:pos:R:3:forces:R:3
C -2.138 0.523 0.534 0.2 0.1 0.6
C 1.695 -0.237 0.111 0.0 0.2 -0.2
C 2.523 0.919 -0.277 0.1 0.4 0.0
N 0.559 -0.129 0.670 -0.4 -3.2 0.0
N -0.397 -1.963 0.878 0.3 1.8 -0.6
N -2.122 0.136 -0.749 0.0 -0.2 -0.8
S -0.313 1.058 1.292 -0.6 1.1 0.6
H -2.670 1.448 0.736 0.0 0.0 0.1
H -2.350 -0.280 1.234 -0.1 0.2 -0.1
H 2.087 -1.225 -0.097 -0.1 -0.1 0.1
H 2.811 0.833 -1.325 0.0 0.0 0.0
H 3.447 0.903 0.305 0.0 0.0 0.0
H 2.009 1.862 -0.102 0.1 0.0 0.0
H 0.295 -2.573 0.453 0.3 -0.1 0.0
H -0.314 -2.063 1.887 0.3 0.1 0.2
H -1.796 -0.793 -0.970 -0.1 0.1 0.0
H -2.092 0.821 -1.488 0.0 -0.1 0.1
```
Forces are in eV/Å.

Mulliken population analysis, charges in e, atoms 1 to 5: -0.511 0.374 -1.067 -0.021 -0.477

---

[6]
The following is a DFT calculation (ωB97M-V/def2-TZVPD) of the molecule C3H10N4 in a non-equilibrium geometry.

Computed properties:
2S+1: 1
Net charge: 0
ΔE to the lowest compared entry with this formula, charge and spin, eV: 5.366
Lowest unoccupied orbital energy, eV: 0.9
SMILES string: C=C(N)N(C)NN
Electronic energy, eV: -9228.21774
Frontier orbital gap, eV: 7.99

```
17
Properties=species:S:1:pos:R:3:forces:R:3
C -2.017 -0.072 -0.100 0.5 -0.4 -0.2
C -0.805 -0.034 -0.721 -3.0 0.9 0.6
N -0.733 0.558 -1.982 1.0 0.2 -0.4
N 0.324 -0.574 -0.166 1.4 0.7 3.5
C 1.574 -0.671 -0.900 0.2 0.6 0.4
N 0.346 -0.327 1.510 -0.3 -6.6 -4.4
N 0.549 0.595 2.485 -0.6 4.0 0.5
H -2.200 -0.639 0.802 0.1 0.1 -0.1
H -2.885 0.429 -0.508 0.2 0.0 -0.2
H 0.122 1.085 -2.108 -0.1 0.1 -0.2
H -1.542 1.126 -2.202 0.1 -0.2 0.1
H 1.440 -1.276 -1.806 -0.2 0.1 0.3
H 1.955 0.313 -1.203 0.2 -0.1 -0.1
H 2.346 -1.142 -0.284 -0.4 0.0 0.0
H -0.426 -0.986 1.615 0.4 1.3 0.6
H 1.115 1.380 2.177 -0.2 -0.2 0.3
H 0.838 0.235 3.391 0.8 -0.5 -0.8
```
Forces are in eV/Å.

Mulliken population analysis, charges in e, atoms 1 to 5: -1.215 0.902 -0.507 -0.049 -0.900